107
Properties=species:S:1:pos:R:3 method="wB97M-V/def2-TZVPD" lumo_ev="-0.9 / -2.1" homo_lumo_gap_ev="5.97 / 5.25" multiplicity=5
Pt -0.57 0.08 0.18
C -1.78 2.72 -1.41
P -1.53 0.91 -2.11
C -0.90 1.41 -3.79
C 0.20 0.81 -4.42
C 0.74 1.30 -5.63
C 0.18 2.42 -6.21
C -0.89 3.03 -5.61
C -1.47 2.53 -4.46
C -3.27 0.50 -2.32
C -4.25 1.46 -2.61
C -5.60 1.13 -2.68
C -5.99 -0.21 -2.59
C -5.04 -1.15 -2.20
C -3.67 -0.82 -2.08
C -1.87 2.69 0.04
C -2.42 3.60 0.99
C -1.84 3.38 2.26
C -1.09 2.21 2.08
C -1.61 0.57 3.39
P -1.18 -0.98 2.51
C -2.73 -1.86 2.54
C -3.21 -2.53 3.66
C -4.52 -3.08 3.63
C -5.30 -2.99 2.47
C -4.76 -2.40 1.31
C -3.47 -1.90 1.37
C -0.11 -2.11 3.49
C 0.40 -3.21 2.78
C 1.21 -4.16 3.39
C 1.53 -4.03 4.77
C 0.97 -2.96 5.46
C 0.07 -2.05 4.87
N -1.10 1.84 0.79
H -2.63 3.30 -1.79
H -0.84 3.29 -1.63
H 0.62 -0.06 -3.95
H 1.51 0.70 -6.05
H 0.54 2.83 -7.18
H -1.38 3.86 -6.12
H -2.38 2.99 -4.08
H -3.90 2.46 -2.90
H -6.32 1.98 -2.77
H -7.06 -0.49 -2.74
H -5.29 -2.21 -2.09
H -2.93 -1.58 -1.90
H -3.15 4.40 0.87
H -2.01 4.00 3.14
H -0.73 1.46 3.05
H -2.61 0.87 3.16
H -2.54 -2.62 4.54
H -4.86 -3.49 4.57
H -6.34 -3.36 2.42
H -5.27 -2.42 0.35
H -2.98 -1.49 0.49
H 0.19 -3.25 1.74
H 1.56 -5.03 2.79
H 2.13 -4.81 5.28
H 1.24 -2.86 6.50
H -0.38 -1.25 5.46
C 5.00 -2.64 -3.57
C 4.06 -1.76 -2.74
C 4.42 -0.54 -2.11
C 3.53 0.19 -1.37
C 2.22 -0.34 -1.03
N 1.43 0.39 -0.14
C 1.95 1.63 0.30
C 1.76 2.70 -0.62
C 2.14 3.98 -0.27
C 2.82 4.28 0.90
C 3.20 5.69 1.26
C 3.01 3.21 1.78
C 2.59 1.88 1.53
C 2.88 0.74 2.50
O 2.13 -0.34 2.26
C 2.44 1.14 3.93
F 2.40 0.14 4.79
F 3.08 2.20 4.50
F -1.52 0.56 4.80
C 4.44 0.37 2.55
F 4.70 -0.21 3.75
F 4.72 -0.42 1.54
F 5.30 1.45 2.46
C 1.88 -1.59 -1.56
C 2.73 -2.23 -2.47
C 0.61 -2.38 -1.19
O -0.32 -1.88 -0.34
C -0.21 -2.76 -2.54
F -0.78 -1.64 -3.05
F -1.23 -3.62 -2.26
F 0.50 -3.30 -3.56
C 1.10 -3.78 -0.57
F 0.08 -4.40 0.09
F 1.52 -4.63 -1.54
F 2.10 -3.61 0.29
H 5.85 -2.07 -4.00
H 5.26 -3.55 -2.99
H 4.41 -2.99 -4.43
H 5.45 -0.17 -2.22
H 3.84 1.15 -0.96
H 1.30 2.49 -1.55
H 2.04 4.80 -0.98
H 2.40 6.41 0.98
H 3.43 5.78 2.33
H 4.15 5.98 0.78
H 3.46 3.40 2.75
H 2.39 -3.09 -3.01



72
Properties=species:S:1:pos:R:3 method="wB97M-V/def2-TZVPD" lumo_ev=-0.2 homo_lumo_gap_ev=8.13 smiles="CNC(C)=O.CNC(C)=O.CNC(C)=O.CNC(C)=O.CNC(C)=O.CP(C)BI" multiplicity=1
C -1.75 -0.62 -1.47
P -0.54 -1.86 -0.82
C -1.50 -3.03 0.20
B 0.61 -0.94 0.27
I 1.15 -1.57 2.21
H -1.47 -0.28 -2.46
H -2.72 -1.12 -1.55
H -1.87 0.26 -0.83
H -2.23 -3.56 -0.42
H -0.82 -3.77 0.61
H -2.02 -2.54 1.03
H 1.18 0.03 -0.13
C -1.12 -5.88 3.49
C -0.14 -6.17 2.38
O -0.42 -5.96 1.21
N 1.07 -6.68 2.72
C 1.57 -6.98 4.04
H -2.02 -5.49 3.03
H -1.37 -6.78 4.05
H -0.72 -5.15 4.19
H 1.68 -6.85 1.93
H 2.46 -6.40 4.28
H 1.82 -8.04 4.14
H 0.82 -6.75 4.78
C -1.93 0.04 -7.10
C -1.79 -0.22 -5.62
O -1.97 0.66 -4.79
N -1.46 -1.48 -5.24
C -1.10 -2.63 -6.04
H -2.21 1.09 -7.22
H -1.00 -0.15 -7.63
H -2.70 -0.59 -7.54
H -1.45 -1.62 -4.24
H -1.81 -3.44 -5.90
H -0.12 -2.96 -5.69
H -1.06 -2.37 -7.10
C -1.56 4.69 1.44
C -0.83 4.41 2.74
O -0.92 5.16 3.70
N -0.05 3.29 2.79
C 0.17 2.31 1.76
H -2.13 5.60 1.58
H -0.87 4.81 0.61
H -2.25 3.88 1.19
H 0.41 3.17 3.68
H -0.14 1.32 2.08
H 1.23 2.25 1.49
H -0.39 2.57 0.87
C 2.08 -4.96 -2.36
C 1.47 -3.71 -2.94
O 0.52 -3.75 -3.70
N 2.00 -2.51 -2.56
C 3.09 -2.27 -1.65
H 1.53 -5.81 -2.76
H 3.13 -5.05 -2.63
H 2.00 -4.97 -1.27
H 1.53 -1.72 -2.97
H 2.76 -1.69 -0.79
H 3.91 -1.73 -2.14
H 3.48 -3.21 -1.28
C 1.05 7.59 2.99
C 1.36 9.01 2.59
O 2.20 9.28 1.75
N 0.65 10.00 3.21
C -0.38 9.85 4.21
H 1.69 6.93 2.40
H 1.23 7.41 4.05
H 0.01 7.33 2.81
H 0.90 10.92 2.91
H -1.33 10.27 3.87
H -0.10 10.35 5.15
H -0.54 8.80 4.43



31
Properties=species:S:1:pos:R:3 method="wB97M-V/def2-TZVPD" lumo_ev=2.6 homo_lumo_gap_ev=6.47 charge=-1 multiplicity=1
C 1.84 -0.66 -1.22
C 0.87 -0.62 -2.42
S -0.44 0.67 -2.40
N 2.20 0.76 -0.72
H 2.91 -0.96 -1.83
H 1.58 -1.40 -0.31
H 0.52 -1.63 -2.75
H 1.38 -0.42 -3.36
H 1.40 1.08 -0.05
H 2.21 1.26 -1.52
H -0.16 1.45 3.51
H 0.29 0.05 3.06
O 0.20 0.64 3.74
H -2.63 1.40 1.06
H -3.86 1.56 0.61
O -3.30 1.96 1.31
H -0.78 -2.20 -1.63
H -1.49 -2.98 -0.41
O -0.65 -2.53 -0.63
H -0.24 -1.96 2.15
H 0.12 -2.01 0.68
O 0.56 -1.79 1.66
H -1.15 -0.54 0.56
H -1.42 0.90 -0.02
O -1.39 0.30 0.77
H -2.80 2.39 -0.87
H -2.64 1.49 -2.34
O -3.21 1.77 -1.47
H 3.37 1.03 0.86
H 3.10 0.13 2.12
O 3.59 0.85 1.83



94
Properties=species:S:1:pos:R:3 method="wB97M-V/def2-TZVPD" lumo_ev=0.0 homo_lumo_gap_ev=8.68 smiles="C=C[C@H](O)OC(=O)P(O)Br.C1CCOC1.C1CCOC1.C1CCOC1.C1CCOC1.C1CCOC1.C1CCOC1" multiplicity=1
C 6.08 -4.42 -1.25
C 6.89 -4.16 -2.32
C 6.66 -2.80 -3.02
O 6.43 -3.00 -4.40
O 7.73 -1.91 -2.78
C 7.22 -0.70 -2.26
O 7.17 0.21 -2.99
P 6.69 -0.49 -0.45
O 5.10 -0.95 -0.28
Br 7.91 -2.05 0.65
H 4.99 -4.42 -1.43
H 6.44 -4.58 -0.22
H 7.67 -4.85 -2.68
H 5.73 -2.33 -2.59
H 5.88 -3.79 -4.50
H 4.69 -1.14 -1.15
C 0.75 1.12 -1.08
C -0.25 0.04 -0.72
C 0.36 -1.18 -1.38
O 1.78 -0.99 -1.37
C 2.06 0.37 -1.01
H 0.72 1.99 -0.42
H 0.57 1.47 -2.10
H -0.28 -0.09 0.36
H -1.27 0.25 -1.07
H 0.03 -1.27 -2.43
H 0.11 -2.11 -0.86
H 2.47 0.37 0.01
H 2.82 0.78 -1.69
C 2.93 5.32 1.65
C 4.21 4.54 1.89
C 3.77 3.12 1.60
O 2.74 3.20 0.61
C 2.32 4.57 0.48
H 3.10 6.38 1.44
H 2.28 5.25 2.52
H 4.98 4.85 1.18
H 4.62 4.66 2.90
H 3.35 2.64 2.49
H 4.59 2.50 1.22
H 2.70 4.95 -0.48
H 1.23 4.62 0.47
C -5.69 -1.46 -1.22
C -5.61 0.04 -1.04
C -4.23 0.21 -0.43
O -3.42 -0.86 -0.95
C -4.26 -1.81 -1.60
H -6.42 -1.77 -1.97
H -5.95 -1.94 -0.27
H -5.65 0.54 -2.01
H -6.40 0.45 -0.41
H -4.26 0.11 0.66
H -3.77 1.17 -0.68
H -4.11 -1.72 -2.68
H -3.98 -2.82 -1.30
C 2.74 -1.03 5.40
C 2.12 -1.10 4.01
C 1.57 0.31 3.85
O 2.43 1.18 4.60
C 3.29 0.38 5.43
H 3.50 -1.79 5.57
H 1.96 -1.15 6.15
H 2.90 -1.28 3.26
H 1.36 -1.86 3.90
H 0.56 0.40 4.26
H 1.55 0.64 2.80
H 4.30 0.42 5.00
H 3.32 0.80 6.43
C -5.92 -2.14 4.26
C -4.96 -1.86 3.12
C -4.66 -3.25 2.61
O -5.83 -4.04 2.84
C -6.71 -3.32 3.71
H -6.55 -1.29 4.53
H -5.36 -2.45 5.15
H -5.46 -1.27 2.35
H -4.06 -1.32 3.43
H -3.83 -3.71 3.15
H -4.42 -3.26 1.54
H -7.57 -2.97 3.11
H -7.08 -3.98 4.49
C -3.20 1.78 -4.77
C -4.04 2.28 -5.93
C -5.17 3.01 -5.22
O -4.63 3.51 -3.99
C -3.34 2.92 -3.77
H -2.17 1.56 -5.03
H -3.65 0.87 -4.36
H -3.45 2.99 -6.52
H -4.39 1.49 -6.60
H -5.98 2.32 -4.97
H -5.57 3.83 -5.80
H -2.58 3.69 -3.94
H -3.26 2.58 -2.73



39
Properties=species:S:1:pos:R:3 method="wB97M-V/def2-TZVPD" lumo_ev=-0.2 homo_lumo_gap_ev=9.93 multiplicity=1
O -0.04 3.28 0.29
H 0.73 2.85 0.74
H -0.22 4.09 0.70
O 0.32 1.52 -1.96
H 1.21 1.81 -1.90
H 0.10 1.83 -2.83
O 2.97 2.01 -2.01
H 2.81 2.09 -1.08
H 3.30 2.84 -2.33
O -2.32 1.83 -1.52
H -1.35 1.98 -1.55
H -2.57 2.29 -2.29
O 0.18 -2.85 2.23
H -0.48 -3.41 2.58
H -0.06 -2.83 1.27
O -2.79 -2.95 1.53
H -2.40 -2.09 1.35
H -3.72 -2.89 1.87
O 0.31 0.14 0.52
H 0.41 0.55 -0.33
H -0.62 -0.10 0.60
O 2.43 2.32 0.82
H 3.15 2.45 1.43
H 1.94 1.53 1.15
O 2.43 -1.69 0.24
H 1.50 -1.34 0.37
H 2.99 -0.92 0.36
O -2.33 -0.32 0.67
H -2.43 -0.77 -0.18
H -2.42 0.64 0.63
O -1.26 -0.63 3.38
H -0.70 -1.31 3.01
H -1.54 -0.06 2.66
O -0.55 -2.97 -0.41
H -0.57 -2.21 -0.97
H -0.62 -3.71 -1.03
O 0.56 -1.24 -2.45
H 0.31 -0.34 -2.54
H 1.37 -1.43 -3.01



45
Properties=species:S:1:pos:R:3 method="wB97M-V/def2-TZVPD" lumo_ev="-12.2 / -12.2" homo_lumo_gap_ev="6.11 / 6.11" charge=+3 multiplicity=1
V -0.21 -0.99 -0.17
N 0.44 -3.04 -0.75
C -0.80 -3.69 -1.28
C -1.37 -2.75 -2.31
N -1.63 -1.40 -1.68
C -1.63 -0.34 -2.74
C -0.20 -0.03 -3.10
N 0.57 0.18 -1.84
H 1.21 -3.18 -1.41
H 0.71 -3.56 0.10
H -1.48 -3.84 -0.45
H -0.59 -4.67 -1.72
H -2.29 -3.12 -2.77
H -0.64 -2.60 -3.10
H -2.55 -1.44 -1.25
H -2.13 0.54 -2.33
H -2.20 -0.68 -3.60
H -0.14 0.84 -3.75
H 0.28 -0.86 -3.63
H 0.44 1.15 -1.55
H 1.57 0.11 -2.02
C -2.55 3.79 1.07
N -1.18 3.30 1.33
C -0.18 4.10 1.86
C 0.92 3.34 1.99
N 0.59 2.05 1.55
C -0.71 2.07 1.15
S -1.66 0.81 0.45
C 1.43 0.94 1.78
C 2.38 1.02 2.79
C 3.31 0.02 2.94
C 3.28 -1.07 2.07
C 2.28 -1.11 1.14
N 1.34 -0.14 0.98
H -2.48 4.69 0.48
H -3.03 3.99 2.03
H -3.11 3.03 0.54
H -0.35 5.14 2.07
H 1.91 3.60 2.31
H 2.38 1.87 3.46
H 4.05 0.08 3.72
H 4.00 -1.87 2.13
H 2.22 -1.95 0.46
O -0.86 -1.83 1.08
O -1.32 -2.47 2.00



54
Properties=species:S:1:pos:R:3 method="wB97M-V/def2-TZVPD" lumo_ev="-0.2 / -0.4" homo_lumo_gap_ev="6.83 / 6.99" multiplicity=5
Mn -0.50 0.55 -1.04
C 1.94 3.63 0.78
C 3.17 2.98 0.92
C 3.27 1.64 0.61
C 2.15 0.94 0.14
C 0.92 1.59 -0.05
C 0.84 2.94 0.30
C 2.21 -0.50 -0.17
C 3.33 -1.31 0.10
C 3.31 -2.64 -0.19
C 2.15 -3.22 -0.74
C 2.03 -4.59 -1.06
C 0.85 -5.08 -1.56
C -0.26 -4.23 -1.74
C -0.16 -2.90 -1.44
C 1.05 -2.36 -0.95
N 1.11 -1.03 -0.71
H 1.85 4.68 1.05
H 4.03 3.52 1.29
H 4.22 1.15 0.71
H -0.10 3.46 0.20
H 4.21 -0.87 0.56
H 4.17 -3.27 0.01
H 2.88 -5.24 -0.90
H 0.77 -6.13 -1.82
H -1.19 -4.65 -2.11
H -1.01 -2.23 -1.53
O -0.47 -0.65 1.74
B -1.11 0.35 0.96
O -2.02 1.02 1.79
C -1.93 0.46 3.03
C -2.62 0.77 4.18
C -2.33 0.01 5.32
C -1.38 -1.00 5.28
C -0.69 -1.31 4.11
C -0.99 -0.56 3.00
H -3.36 1.56 4.20
H -2.85 0.22 6.24
H -1.18 -1.57 6.18
H 0.05 -2.10 4.07
F -4.96 2.72 -3.03
C -3.67 2.34 -2.94
C -3.36 1.01 -3.02
C -2.01 0.63 -2.94
C -0.98 1.60 -2.86
C 0.40 1.19 -2.79
C -1.38 2.96 -2.70
C -2.70 3.32 -2.75
H -4.15 0.29 -3.14
H -1.75 -0.41 -3.13
H 1.14 1.97 -2.88
H 0.65 0.28 -3.34
H -0.60 3.70 -2.57
H -3.00 4.36 -2.66



24
Properties=species:S:1:pos:R:3 method="wB97M-V/def2-TZVPD" lumo_ev=-1.6 homo_lumo_gap_ev=6.23 multiplicity=1
O -1.79 2.28 -3.10
C -1.20 1.27 -3.35
O 0.01 1.00 -2.87
C 0.38 -0.38 -2.90
C -0.54 -1.30 -2.09
C 0.09 -1.85 -0.79
C -0.25 -0.98 0.45
In 1.39 0.43 0.88
Br 0.83 1.43 3.32
H -1.65 0.52 -4.02
H 1.38 -0.43 -2.47
H 0.48 -0.75 -3.92
H -1.47 -0.81 -1.81
H -0.77 -2.17 -2.71
H 1.17 -1.93 -0.91
H -0.33 -2.85 -0.64
H -1.16 -0.41 0.30
H -0.43 -1.64 1.30
H 2.97 -0.34 0.89
H 1.41 1.82 -0.18
O -0.09 2.00 6.18
H -1.03 1.87 6.38
H 0.14 1.64 5.23
H 0.48 1.59 6.85



| no. | calculated total energy (Eh) | maximum force (eV/Å) |
| --- | --- | --- |
| 1 | -4188.2290 | 3.735 |
| 2 | -1986.8966 | 0.554 |
| 3 | -1067.7719 | 6.266 |
| 4 | -4766.8489 | 3.049 |
| 5 | -993.7001 | 2.643 |
| 6 | -2328.7044 | 0.805 |
| 7 | -2559.9778 | 1.328 |
| 8 | -3188.6371 | 1.559 |